Arrangement 1

Here is a cluster of 3 separate species, C2H10NO3 in total from OMol25. Energies are from ωB97M-V/def2-TZVPD.

The geometry in ORCA input format:
```
! wB97M-V def2-TZVPD RIJCOSX def2/J DEFGRID3
* xyz -1 1
C -0.523 -1.847 -0.148
N -0.616 -0.293 -0.032
C 0.707 0.227 0.492
O 1.096 1.454 0.117
H -0.078 -2.352 0.771
H -1.612 -2.060 -0.230
H 0.112 -2.245 -1.072
H -1.319 -0.014 0.701
H 0.696 0.164 1.616
H 1.430 -0.422 0.117
H -1.351 1.347 1.849
H -0.055 1.811 1.119
O -0.897 2.158 1.688
H 0.503 0.037 -2.436
H 0.893 1.294 -1.804
O 1.015 0.742 -2.747
*
```

gap between HOMO and LUMO: 7.86 eV
highest occupied orbital energy: -4.012 eV

Arrangement 2

Here is a structure of composition C2H10NO3 from OMol25. Energies are from ωB97M-V/def2-TZVPD.

The geometry in ORCA input format:
```
! wB97M-V def2-TZVPD RIJCOSX def2/J DEFGRID3
* xyz -1 1
C 0.046 -1.268 -1.851
N -1.113 -0.768 -1.214
C -0.707 -0.370 0.084
O 0.359 0.303 0.421
H -0.304 -1.859 -2.727
H 0.616 -1.684 -1.020
H 0.834 -0.469 -2.163
H -1.553 0.012 -1.648
H -0.570 -1.208 0.715
H -1.610 0.156 0.584
H 2.620 0.341 2.156
H 1.088 -0.086 1.437
O 1.947 -0.341 2.263
H 0.049 2.867 1.133
H -0.827 1.705 0.862
O -0.875 2.668 0.969
*
```

gap between HOMO and LUMO: 8.18 eV
highest occupied orbital energy: -4.058 eV

Arrangement 3

Here is a cluster of 3 separate species, C2H10NO3 in total from OMol25. Energies are from ωB97M-V/def2-TZVPD.

The geometry in ORCA input format:
```
! wB97M-V def2-TZVPD RIJCOSX def2/J DEFGRID3
* xyz -1 1
C -1.995 0.538 0.186
N -0.745 1.276 0.262
C 0.314 0.537 -0.457
O 0.717 -0.660 0.113
H -1.986 -0.466 0.622
H -2.825 1.096 0.625
H -2.225 0.465 -0.879
H -0.340 1.229 1.204
H -0.075 0.352 -1.478
H 1.181 1.196 -0.590
H 1.623 -2.669 -1.722
H 0.735 -1.507 -1.549
O 1.240 -1.945 -2.251
H 0.988 -0.255 1.382
H 2.115 0.601 2.194
O 1.279 0.212 2.338
*
```

gap between HOMO and LUMO: 8.34 eV
highest occupied orbital energy: -4.095 eV

Arrangement 4

Here is a cluster of 3 separate species, C2H10NO3 in total from OMol25. Energies are from ωB97M-V/def2-TZVPD.

The geometry in ORCA input format:
```
! wB97M-V def2-TZVPD RIJCOSX def2/J DEFGRID3
* xyz -1 1
C -0.946 0.656 0.480
O 0.180 -0.085 0.248
C -1.755 0.909 -0.808
N -0.841 1.196 -1.922
H -0.660 1.667 0.835
H -1.621 0.204 1.227
H -2.420 1.754 -0.584
H -2.424 0.091 -1.096
H 0.106 1.102 -1.551
H -1.040 2.088 -2.344
H -0.236 -1.601 0.153
H -0.433 -2.615 -0.976
O -0.577 -2.551 -0.028
H 2.526 -0.223 1.596
H 3.361 0.689 2.450
O 3.457 0.017 1.768
*
```

gap between HOMO and LUMO: 7.47 eV
highest occupied orbital energy: -3.497 eV

Stability check: which of them is least stable? arrangement 1.